1.
Here is a 2-piece molecular cluster, C23H31Si overall in a non-equilibrium geometry from the Open Molecules 2025 dataset. Energies are from ωB97M-V with the def2-TZVPD basis set.

For the relative energy (zero: lowest compared OMol25 entry of this formula, charge and spin), the calculation gives 0.107 eV. Its HOMO energy is -10.4 eV. For the HOMO-LUMO gap, the calculation gives 4.80 eV.

The geometry in ORCA input format:
```
! wB97M-V def2-TZVPD RIJCOSX def2/J DEFGRID3
* xyz 1 1
C -0.02 0.63 3.10
C -0.82 1.11 1.97
C -0.87 2.40 1.43
C -1.89 2.72 0.45
C -2.94 1.72 0.07
C -1.92 3.97 -0.15
C -0.98 4.96 0.18
C -1.02 6.29 -0.50
C -0.02 4.68 1.16
C 0.05 3.45 1.79
C 1.13 3.28 2.82
H -0.35 -0.39 3.35
H 1.05 0.57 2.85
H -0.13 1.25 4.00
H -1.49 0.36 1.55
H -3.60 2.16 -0.68
H -2.50 0.80 -0.36
H -3.55 1.42 0.93
H -2.68 4.19 -0.90
H -0.21 6.93 -0.12
H -0.90 6.19 -1.59
H -1.97 6.81 -0.34
H 0.69 5.47 1.42
H 1.71 4.21 2.88
H 0.73 3.09 3.82
H 1.83 2.48 2.56
C 0.59 -5.15 1.31
Si 0.20 -4.16 -0.23
C -0.10 -5.32 -1.67
C -1.28 -3.07 0.04
C 1.75 -3.04 -0.64
C 1.51 -2.13 -1.84
C 1.58 -0.78 -1.42
C 1.39 0.25 -2.35
C 1.11 -0.09 -3.68
C 1.02 -1.43 -4.08
C 1.23 -2.47 -3.16
C 1.87 -0.76 0.00
C 1.98 -2.05 0.47
H 0.77 -4.49 2.17
H -0.26 -5.80 1.55
H 1.47 -5.79 1.17
H -0.37 -4.78 -2.58
H 0.78 -5.95 -1.87
H -0.94 -5.99 -1.41
H -1.50 -2.47 -0.85
H -2.16 -3.69 0.27
H -1.13 -2.38 0.88
H 2.54 -3.79 -0.79
H 1.47 1.28 -2.01
H 0.95 0.70 -4.42
H 0.80 -1.68 -5.12
H 1.18 -3.52 -3.45
H 2.03 0.18 0.53
H 2.21 -2.38 1.48
*
```

Löwdin atomic charge list, values in e, 5 entries: number 1, C, carries -0.051; number 2, C, carries 0.064; number 3, C, carries -0.107; number 4, C, carries -0.158; number 5, C, carries -0.028


2.
Here is C23H32BiN7O6PS2 as an isolated structure from the Open Molecules 2025 dataset. Energies are from ωB97M-V with the def2-TZVPD basis set.

For the relative energy (zero: lowest compared OMol25 entry of this formula, charge and spin), the calculation gives 0.577 eV. Its HOMO energy is -4.5 eV. For the HOMO-LUMO gap, the calculation gives 6.93 eV.

The geometry in ORCA input format:
```
! wB97M-V def2-TZVPD RIJCOSX def2/J DEFGRID3
* xyz -1 1
Bi -0.08 0.90 -0.63
N 3.13 3.38 1.85
C 2.13 2.52 1.41
S 1.82 2.64 -0.32
N 1.60 1.76 2.30
N 0.51 0.99 1.89
C 0.25 0.02 2.68
C -0.89 -0.89 2.63
C -0.83 -2.00 3.48
C -1.90 -2.86 3.67
C -3.11 -2.56 3.02
C -3.21 -1.47 2.18
C -2.09 -0.62 1.89
O -2.20 0.33 1.05
H 3.76 3.71 1.14
H 3.53 3.14 2.74
H 0.94 -0.12 3.52
H 0.10 -2.19 4.01
H -1.81 -3.72 4.32
H -3.98 -3.18 3.20
H -4.15 -1.21 1.70
O -0.55 1.07 -6.95
C -0.22 1.29 -5.82
C 0.96 0.67 -5.07
O 1.93 0.15 -5.57
C 0.66 0.90 -3.65
C -0.40 1.80 -3.52
O -0.83 2.18 -2.35
C -0.95 2.18 -4.82
O -1.81 3.00 -5.07
O 1.25 0.40 -2.63
C -3.33 2.86 -0.54
P -1.69 2.96 0.25
C -1.13 4.61 -0.27
C -2.08 3.24 2.01
H -3.90 3.77 -0.33
H -3.86 1.99 -0.14
H -3.19 2.75 -1.61
H -1.91 5.35 -0.10
H -0.89 4.57 -1.34
H -0.23 4.89 0.28
H -2.51 4.23 2.13
H -1.16 3.16 2.61
H -2.78 2.47 2.35
C 1.96 -2.45 -0.91
C 3.34 -3.10 -1.22
N 4.26 -2.87 -0.09
C 4.48 -1.43 0.06
C 3.11 -0.71 0.25
N 2.03 -1.70 0.35
C 2.34 -2.62 1.45
C 3.65 -3.39 1.13
H 1.18 -3.21 -0.81
H 1.66 -1.77 -1.71
H 3.79 -2.66 -2.11
H 3.25 -4.17 -1.38
H 5.00 -1.06 -0.82
H 5.13 -1.27 0.93
H 2.89 -0.07 -0.60
H 3.11 -0.10 1.15
H 1.49 -3.29 1.59
H 2.44 -2.02 2.36
H 3.45 -4.46 0.97
H 4.37 -3.31 1.94
N -4.52 -1.31 -1.68
C -3.19 -1.54 -1.57
N -2.82 -2.31 -0.51
S -2.08 -0.89 -2.64
H -5.17 -1.90 -1.19
H -4.82 -0.87 -2.52
H -3.40 -2.30 0.31
H -1.83 -2.29 -0.31
*
```

Löwdin atomic charge list, values in e, 5 entries: number 1, Bi, carries 1.538; number 2, N, carries 0.039; number 3, C, carries -0.858; number 4, S, carries 0.566; number 5, N, carries -0.026


3.
Here is a 2-piece molecular cluster, C23H32Br2O5S overall in a non-equilibrium geometry from the Open Molecules 2025 dataset. Energies are from ωB97M-V with the def2-TZVPD basis set.

As for the SMILES: C=CC(=O)OCCCCCCC1=C(CC=O)C(=O)C(S)=C([C@H](C)CC)C1=O.BrCCBr. Its HOMO energy is -9.4 eV. For the HOMO-LUMO gap, the calculation gives 8.22 eV.

The geometry in ORCA input format:
```
! wB97M-V def2-TZVPD RIJCOSX def2/J DEFGRID3
* xyz 0 1
C 3.43 2.80 2.23
C 2.61 3.48 1.44
C 2.96 3.92 0.04
O 3.27 5.00 -0.28
O 2.89 2.91 -0.90
C 4.19 2.27 -0.97
C 4.25 1.51 -2.30
C 3.96 -0.02 -2.13
C 2.76 -0.39 -3.04
C 1.43 -0.03 -2.31
C 0.40 -1.19 -2.36
C -0.53 -1.01 -1.19
C -0.52 -1.77 -0.11
C 0.46 -2.89 0.09
C 1.82 -2.34 0.49
O 2.81 -2.76 0.02
C -1.54 -1.48 0.94
O -1.78 -2.30 1.75
C -2.28 -0.17 0.95
S -3.19 0.26 2.43
C -2.26 0.62 -0.10
C -2.94 1.96 -0.25
C -2.54 3.00 0.83
C -4.48 1.81 -0.43
C -4.89 2.42 -1.80
C -1.51 0.12 -1.31
O -1.71 0.58 -2.38
H 4.47 3.04 2.40
H 3.01 1.96 2.78
H 1.63 3.77 1.83
H 4.97 3.04 -0.96
H 4.31 1.61 -0.11
H 5.23 1.61 -2.76
H 3.51 1.98 -2.95
H 3.69 -0.17 -1.08
H 4.81 -0.64 -2.40
H 2.79 0.19 -3.96
H 2.75 -1.46 -3.26
H 0.95 0.84 -2.77
H 1.61 0.18 -1.25
H -0.19 -1.13 -3.27
H 0.87 -2.18 -2.34
H 0.60 -3.47 -0.82
H 0.14 -3.55 0.90
H 1.91 -1.53 1.24
H -2.18 0.72 3.22
H -2.59 2.37 -1.20
H -2.21 3.95 0.41
H -1.83 2.62 1.56
H -3.45 3.23 1.40
H -5.04 2.32 0.35
H -4.72 0.75 -0.51
H -4.58 1.79 -2.63
H -4.31 3.35 -1.92
H -5.95 2.69 -1.84
Br -0.91 -6.00 2.02
C -2.33 -5.24 3.13
C -2.09 -5.51 4.59
Br -2.53 -7.35 5.06
H -3.26 -5.66 2.76
H -2.30 -4.18 2.92
H -2.76 -4.90 5.20
H -1.07 -5.34 4.89
*
```

Löwdin atomic charge list, values in e, 5 entries: number 1, C, carries 0.011; number 2, C, carries -0.063; number 3, C, carries -0.514; number 4, O, carries 0.175; number 5, O, carries -0.033


4.
Here is one molecule with the formula C23H32BrN3O3 from the Open Molecules 2025 dataset. Energies are from ωB97M-V with the def2-TZVPD basis set.

For the relative energy (zero: lowest compared OMol25 entry of this formula, charge and spin), the calculation gives 0.131 eV. As for the SMILES: CCOc1cc(CNc2ccc(N(C)C)cc2)cc(Br)c1OCC(=O)NC(C)(C)C. Its HOMO energy is -7.1 eV. For the HOMO-LUMO gap, the calculation gives 7.71 eV.

The geometry in ORCA input format:
```
! wB97M-V def2-TZVPD RIJCOSX def2/J DEFGRID3
* xyz 0 1
C 2.18 0.73 -2.90
C 3.51 0.26 -2.32
O 3.85 0.94 -1.12
C 3.13 0.73 0.01
C 2.26 -0.34 0.20
C 1.60 -0.54 1.41
C 0.63 -1.68 1.53
N -0.32 -1.62 0.43
C -1.37 -2.53 0.34
C -1.35 -3.78 0.95
C -2.38 -4.68 0.78
C -3.48 -4.38 -0.03
N -4.54 -5.28 -0.14
C -5.77 -4.84 -0.75
C -4.23 -6.66 -0.46
C -3.50 -3.12 -0.64
C -2.47 -2.22 -0.45
C 1.81 0.33 2.46
C 2.67 1.40 2.27
Br 2.93 2.67 3.66
C 3.32 1.64 1.07
O 4.12 2.75 1.02
C 4.08 3.54 -0.16
C 2.63 3.84 -0.59
O 2.28 3.78 -1.75
N 1.83 4.12 0.45
C 0.38 4.25 0.40
C 0.00 5.40 -0.54
C -0.10 4.55 1.83
C -0.22 2.93 -0.09
H 2.07 0.35 -3.91
H 1.34 0.39 -2.30
H 2.17 1.82 -2.93
H 3.52 -0.82 -2.16
H 4.33 0.52 -3.00
H 2.08 -1.04 -0.59
H 0.13 -1.66 2.51
H 1.18 -2.63 1.45
H -0.60 -0.68 0.20
H -0.52 -4.07 1.59
H -2.34 -5.62 1.30
H -6.54 -5.57 -0.53
H -5.69 -4.74 -1.84
H -6.06 -3.89 -0.32
H -4.22 -6.83 -1.54
H -3.26 -6.94 -0.06
H -4.99 -7.31 -0.02
H -4.32 -2.83 -1.28
H -2.51 -1.25 -0.94
H 1.32 0.20 3.41
H 4.60 3.06 -0.99
H 4.59 4.47 0.10
H 2.26 4.16 1.37
H -1.08 5.50 -0.59
H 0.42 6.33 -0.18
H 0.38 5.20 -1.53
H 0.17 3.74 2.50
H -1.18 4.67 1.84
H 0.36 5.47 2.20
H 0.08 2.11 0.56
H -1.30 2.99 -0.11
H 0.13 2.72 -1.10
*
```

Löwdin atomic charge list, values in e, 5 entries: number 1, C, carries -0.053; number 2, C, carries -0.216; number 3, O, carries -0.048; number 4, C, carries -0.179; number 5, C, carries 0.036


5.
Here is C23H32CaN6SSb as an isolated structure in a non-equilibrium geometry from the Open Molecules 2025 dataset. Energies are from ωB97M-V with the def2-TZVPD basis set.

For the relative energy (zero: lowest compared OMol25 entry of this formula, charge and spin), the calculation gives 0.010 eV. Its HOMO energy is -10.1 eV. For the HOMO-LUMO gap, the calculation gives 7.13 eV.

The geometry in ORCA input format:
```
! wB97M-V def2-TZVPD RIJCOSX def2/J DEFGRID3
* xyz 1 1
Ca -1.52 -1.08 -0.21
N -0.51 -4.19 2.87
C -0.71 -3.37 1.82
S -2.28 -2.70 1.69
N 0.34 -3.19 1.04
N 0.19 -2.45 -0.06
C 1.21 -2.23 -0.83
C 2.59 -2.70 -0.57
C 3.61 -1.76 -0.54
C 4.92 -2.15 -0.32
C 5.22 -3.49 -0.13
C 4.20 -4.43 -0.13
C 2.89 -4.05 -0.34
C 0.97 -1.40 -2.00
C 1.88 -1.39 -3.07
C 1.61 -0.61 -4.17
C 0.45 0.14 -4.20
C -0.40 0.07 -3.11
N -0.16 -0.67 -2.04
H -1.27 -4.41 3.49
H 0.38 -4.64 2.98
H 3.38 -0.72 -0.69
H 5.70 -1.41 -0.30
H 6.24 -3.80 0.02
H 4.43 -5.48 0.02
H 2.10 -4.78 -0.36
H 2.77 -2.00 -3.02
H 2.30 -0.60 -5.00
H 0.20 0.75 -5.06
H -1.32 0.65 -3.09
C -6.09 2.45 -1.08
N -5.23 1.30 -1.24
C -5.37 0.31 -2.16
C -4.32 -0.53 -1.98
N -3.54 -0.07 -0.96
C -4.12 1.03 -0.54
H -6.96 2.33 -1.72
H -5.57 3.37 -1.35
H -6.42 2.54 -0.04
H -6.19 0.29 -2.86
H -4.08 -1.44 -2.51
H -3.77 1.64 0.27
C 1.78 2.87 3.70
C 1.08 1.53 3.71
Sb 0.38 0.70 1.79
C -1.36 2.01 1.47
C -1.38 3.38 2.10
C 1.71 1.65 0.32
C 1.47 3.10 -0.01
H 2.06 3.13 4.72
H 1.13 3.66 3.32
H 2.68 2.84 3.10
H 0.19 1.56 4.33
H 1.74 0.77 4.12
H -2.20 1.42 1.85
H -1.45 2.09 0.38
H -1.30 3.31 3.18
H -2.32 3.88 1.87
H -0.57 4.01 1.73
H 1.60 1.04 -0.58
H 2.73 1.51 0.69
H 0.46 3.27 -0.38
H 2.16 3.42 -0.79
H 1.64 3.74 0.86
*
```

Löwdin atomic charge list, values in e, 5 entries: number 1, Ca, carries 1.026; number 2, N, carries 0.083; number 3, C, carries -0.912; number 4, S, carries 0.477; number 5, N, carries -0.019


6.
Here is C23H32N2O3 as an isolated structure in a non-equilibrium geometry from the Open Molecules 2025 dataset. Energies are from ωB97M-V with the def2-TZVPD basis set.

For the relative energy (zero: lowest compared OMol25 entry of this formula, charge and spin), the calculation gives 23.102 eV. Its HOMO energy is -7.8 eV. For the HOMO-LUMO gap, the calculation gives 8.46 eV.

The geometry in ORCA input format:
```
! wB97M-V def2-TZVPD RIJCOSX def2/J DEFGRID3
* xyz 0 1
C 5.55 0.44 -3.14
H 5.48 1.51 -3.47
O 4.38 0.26 -2.21
C 4.25 -0.90 -1.75
C 4.90 -2.01 -2.30
C 4.67 -3.24 -1.49
C 3.78 -3.21 -0.44
C 2.94 -2.24 -0.22
C 3.31 -1.04 -0.82
O 2.66 0.24 -0.43
H 1.90 -0.26 0.21
C 2.00 -2.33 0.94
N 0.80 -1.20 0.53
C 0.05 -0.95 1.95
H 0.75 -0.48 2.46
C -0.86 0.20 1.55
N -1.86 -0.19 0.44
C -2.88 -1.13 1.03
C -4.26 -0.44 1.55
H -4.76 -1.06 2.14
H -3.74 0.29 2.20
C -4.73 0.34 0.60
C -4.08 1.49 0.02
C -3.80 2.70 0.87
C -3.30 3.56 0.10
C -2.71 3.76 -1.02
C -2.76 2.80 -1.91
C -3.60 1.41 -1.30
H -3.54 0.72 -1.91
H -2.37 2.67 -2.77
H -2.12 4.49 -1.40
H -3.06 4.63 0.73
H -4.37 2.72 1.73
H -5.07 -0.18 -0.45
H -5.75 0.83 0.84
H -2.67 -2.01 1.92
H -3.41 -1.88 0.04
C -1.08 -0.85 -0.42
H -1.87 -1.44 -1.31
C 0.01 -2.06 -0.14
H 0.48 -2.10 -1.01
H -0.39 -2.87 0.39
H -0.58 -0.09 -1.21
C -0.26 1.58 0.93
H -1.10 2.01 0.63
C 0.38 2.29 2.01
O 1.74 1.73 2.25
H 2.19 1.76 1.41
H -0.07 2.08 2.95
H 0.77 3.14 1.75
H 0.22 1.24 0.08
H -1.61 0.35 2.34
H -0.64 -1.76 2.35
H 2.43 -1.64 1.97
H 1.60 -3.07 1.32
H 3.35 -4.27 0.20
H 5.09 -4.20 -1.87
H 5.79 -2.13 -2.81
H 5.29 -0.25 -4.06
H 6.51 0.25 -2.55
*
```

Löwdin atomic charge list, values in e, 5 entries: number 1, C, carries 0.000; number 2, H, carries 0.094; number 3, O, carries -0.045; number 4, C, carries -0.391; number 5, C, carries 0.020


7.
Here is one molecule with the formula C23H32N2O3 from the Open Molecules 2025 dataset. Energies are from ωB97M-V with the def2-TZVPD basis set.

For the relative energy (zero: lowest compared OMol25 entry of this formula, charge and spin), the calculation gives 0.000 eV. As for the SMILES: COc1ccccc1C(=O)NCCC(=O)NCC[C@]12C[C@H]3C[C@H](C[C@H](C3)C1)C2. Its HOMO energy is -8.9 eV. For the HOMO-LUMO gap, the calculation gives 9.38 eV.

The geometry in ORCA input format:
```
! wB97M-V def2-TZVPD RIJCOSX def2/J DEFGRID3
* xyz 0 1
C -0.89 -0.65 3.97
O -1.37 0.16 2.92
C -0.77 1.36 2.68
C 0.19 1.91 3.52
C 0.77 3.13 3.22
C 0.41 3.82 2.08
C -0.53 3.27 1.23
C -1.14 2.05 1.51
C -2.10 1.55 0.49
O -2.01 1.90 -0.68
N -3.08 0.74 0.92
C -4.12 0.21 0.07
C -3.93 -1.27 -0.27
C -3.00 -1.64 -1.43
O -3.00 -2.79 -1.85
N -2.23 -0.68 -1.94
C -1.34 -0.95 -3.05
C -0.11 -1.79 -2.68
C 0.97 -1.14 -1.79
C 2.18 -2.09 -1.78
C 3.30 -1.52 -0.91
C 3.73 -0.17 -1.46
C 2.54 0.78 -1.45
C 2.04 0.95 -0.02
C 1.60 -0.41 0.53
C 2.80 -1.36 0.52
C 0.48 -0.97 -0.34
C 1.41 0.23 -2.31
H -1.08 -0.19 4.95
H -1.45 -1.58 3.90
H 0.17 -0.86 3.86
H 0.49 1.40 4.41
H 1.51 3.54 3.90
H 0.87 4.77 1.84
H -0.81 3.77 0.32
H -3.05 0.40 1.87
H -5.07 0.33 0.60
H -4.16 0.82 -0.84
H -4.90 -1.71 -0.52
H -3.56 -1.80 0.61
H -2.22 0.27 -1.57
H -1.05 0.00 -3.50
H -1.91 -1.53 -3.79
H -0.46 -2.70 -2.21
H 0.37 -2.07 -3.63
H 1.87 -3.07 -1.41
H 2.55 -2.22 -2.80
H 4.15 -2.21 -0.92
H 4.11 -0.29 -2.48
H 4.54 0.24 -0.85
H 2.85 1.76 -1.84
H 1.19 1.64 0.00
H 2.82 1.37 0.61
H 1.24 -0.28 1.55
H 2.50 -2.33 0.93
H 3.59 -0.96 1.16
H -0.37 -0.29 -0.31
H 0.15 -1.94 0.05
H 0.57 0.92 -2.29
H 1.75 0.13 -3.35
*
```

Löwdin atomic charge list, values in e, 5 entries: number 1, C, carries -0.067; number 2, O, carries -0.115; number 3, C, carries -0.221; number 4, C, carries -0.017; number 5, C, carries -0.067


8.
Here is one molecule with the formula C23H32N2O6S from the Open Molecules 2025 dataset. Energies are from ωB97M-V with the def2-TZVPD basis set.

For the relative energy (zero: lowest compared OMol25 entry of this formula, charge and spin), the calculation gives 0.000 eV. As for the SMILES: CCOC(=O)C1CCN(C(=O)CCS(=O)(=O)c2ccc3c(c2)C[C@@H](C)N3C(=O)CC)CC1. Its HOMO energy is -8.6 eV. For the HOMO-LUMO gap, the calculation gives 9.25 eV.

The geometry in ORCA input format:
```
! wB97M-V def2-TZVPD RIJCOSX def2/J DEFGRID3
* xyz 0 1
C -3.10 -3.94 0.90
C -4.57 -3.52 0.84
O -4.69 -2.17 0.40
C -4.70 -1.94 -0.91
O -4.72 -2.81 -1.75
C -4.65 -0.46 -1.24
C -4.75 0.44 -0.01
C -4.56 1.90 -0.43
N -3.27 2.06 -1.07
C -2.12 2.42 -0.47
O -1.06 2.44 -1.07
C -2.18 2.89 0.98
C -0.84 2.60 1.62
S -0.66 0.78 1.73
O -0.78 0.41 3.12
O -1.60 0.16 0.82
C 1.01 0.42 1.17
C 1.95 -0.02 2.08
C 3.25 -0.28 1.67
C 3.56 -0.08 0.33
C 2.59 0.36 -0.58
C 1.30 0.61 -0.17
C 3.19 0.45 -1.95
C 4.70 0.35 -1.66
C 5.33 1.74 -1.62
N 4.78 -0.27 -0.33
C 5.87 -0.88 0.22
O 5.89 -1.25 1.37
C 7.04 -1.17 -0.72
C 6.79 -2.51 -1.42
C -3.18 1.28 -2.30
C -3.31 -0.20 -1.96
H -3.01 -4.92 1.34
H -2.68 -3.96 -0.11
H -2.54 -3.22 1.49
H -5.02 -3.54 1.83
H -5.12 -4.17 0.15
H -5.47 -0.25 -1.94
H -3.95 0.16 0.69
H -5.71 0.31 0.48
H -5.32 2.17 -1.17
H -4.66 2.57 0.42
H -2.95 2.36 1.54
H -2.39 3.96 1.00
H -0.76 2.97 2.64
H -0.02 2.97 1.01
H 1.66 -0.16 3.11
H 4.00 -0.62 2.36
H 0.54 0.97 -0.84
H 2.93 1.37 -2.46
H 2.84 -0.39 -2.56
H 5.21 -0.28 -2.40
H 6.36 1.70 -1.29
H 5.30 2.19 -2.61
H 4.78 2.37 -0.93
H 7.92 -1.26 -0.09
H 7.20 -0.38 -1.44
H 5.90 -2.47 -2.04
H 6.66 -3.30 -0.69
H 7.64 -2.76 -2.06
H -3.98 1.60 -2.98
H -2.21 1.49 -2.76
H -2.50 -0.47 -1.28
H -3.25 -0.81 -2.86
*
```

Löwdin atomic charge list, values in e, 5 entries: number 1, C, carries -0.053; number 2, C, carries -0.206; number 3, O, carries -0.004; number 4, C, carries -0.474; number 5, O, carries 0.113